No. 1
# C18H14N4O4

An isolated molecule of C18H14N4O4 at a distorted geometry (ωB97M-V/def2-TZVPD, OMol25).

Output
SMILES = O=C1CCN2C(=C1C(=O)Nc1ccccc1[N+](=O)[O-])Nc1ccccc12
HOMO level = -0.2905 hartree
Relative energy (zero: lowest compared OMol25 entry of this formula, charge and spin) = 0.0000 eV
2S+1 = 1

Geometry (Å):
O -1.61 -2.25 -0.20
C -1.68 -1.14 0.28
C -2.96 -0.78 1.06
C -2.60 0.06 2.31
N -1.51 1.03 2.08
C -0.60 0.92 1.16
C -0.60 -0.20 0.22
C 0.49 -0.35 -0.78
O 1.50 0.31 -0.57
N 0.44 -1.22 -1.85
C 1.38 -1.57 -2.88
C 2.57 -0.88 -3.12
C 3.54 -1.34 -4.01
C 3.36 -2.55 -4.66
C 2.16 -3.18 -4.55
C 1.14 -2.73 -3.68
N -0.02 -3.57 -3.58
O -1.04 -3.13 -3.00
O 0.07 -4.72 -4.02
N 0.30 2.01 1.23
C -0.02 2.79 2.37
C 0.54 3.88 3.04
C 0.01 4.30 4.30
C -1.13 3.65 4.77
C -1.74 2.55 4.09
C -1.15 2.14 2.87
H -3.55 -0.17 0.37
H -3.51 -1.68 1.34
H -2.28 -0.63 3.06
H -3.49 0.60 2.71
H -0.32 -1.88 -1.76
H 2.76 0.04 -2.62
H 4.50 -0.80 -4.05
H 4.12 -3.02 -5.27
H 2.04 -4.12 -5.08
H 1.15 2.09 0.70
H 1.40 4.38 2.63
H 0.39 5.15 4.85
H -1.52 4.01 5.70
H -2.55 2.02 4.56


No. 2
# C36H36F11N3O33P2S2

C36H36F11N3O33P2S2 as an isolated structure at a distorted geometry (ωB97M-V/def2-TZVPD, OMol25).

Output
HOMO level = -0.3183 hartree
2S+1 = 1

Geometry (Å):
N -3.47 5.03 3.71
P -1.94 4.64 3.69
C -1.89 2.77 3.51
C -1.34 1.89 4.42
S -0.59 2.53 5.93
O 0.58 3.28 5.63
O -1.54 3.24 6.72
F -0.08 1.24 6.76
C -1.41 0.44 4.16
C -2.01 -0.04 3.03
P -2.14 -1.86 2.70
O -1.20 -2.31 1.63
C -2.61 0.83 2.03
N -3.24 0.50 0.91
S -3.68 1.93 0.23
N -3.08 2.98 1.31
C -2.52 2.27 2.30
H -3.70 5.63 2.92
H -1.26 5.24 2.59
H -1.31 5.02 4.91
H -0.96 -0.25 4.90
H -1.80 -2.56 3.90
H -3.50 -2.16 2.44
C -1.33 -1.60 -2.19
C 0.09 -1.72 -1.71
O 0.75 -0.68 -2.42
C -0.19 0.28 -2.64
O 0.05 1.40 -2.97
O -1.45 -0.19 -2.43
F 0.64 -2.91 -2.07
H -1.51 -2.14 -3.12
H -2.05 -1.93 -1.44
H 0.22 -1.57 -0.64
C 0.81 -2.13 8.89
C 2.06 -2.26 8.08
O 1.71 -3.24 7.11
C 0.37 -3.11 6.92
O -0.23 -3.57 6.00
O -0.20 -2.38 7.92
F 3.08 -2.75 8.83
H 0.74 -2.88 9.69
H 0.70 -1.14 9.33
H 2.37 -1.35 7.58
C 3.10 -4.79 -0.70
C 3.78 -3.46 -0.78
O 5.09 -3.75 -0.33
C 5.32 -5.06 -0.66
O 6.39 -5.57 -0.68
O 4.17 -5.70 -0.97
F 3.21 -2.57 0.07
H 2.69 -5.00 0.30
H 2.30 -4.89 -1.43
H 3.82 -3.04 -1.79
C 3.38 -5.08 -6.13
C 3.41 -3.81 -5.33
O 2.44 -4.05 -4.32
C 2.44 -5.40 -4.12
O 1.95 -5.94 -3.17
O 3.06 -6.06 -5.13
F 3.02 -2.75 -6.07
H 2.61 -5.08 -6.89
H 4.34 -5.30 -6.59
H 4.37 -3.59 -4.86
C -7.72 2.74 -0.97
C -8.57 3.95 -0.69
O -7.88 4.58 0.38
C -6.57 4.26 0.22
O -5.67 4.81 0.76
O -6.41 3.22 -0.65
F -9.80 3.58 -0.26
H -7.97 1.89 -0.33
H -7.78 2.43 -2.01
H -8.67 4.64 -1.52
C 6.33 0.11 -6.39
C 5.77 0.97 -7.49
O 5.62 0.04 -8.56
C 5.40 -1.17 -7.97
O 4.96 -2.12 -8.54
O 5.73 -1.15 -6.65
F 6.66 1.92 -7.87
H 7.42 0.02 -6.44
H 6.06 0.48 -5.40
H 4.81 1.43 -7.27
C 7.74 -2.99 -2.54
C 9.16 -3.10 -2.07
O 9.81 -2.07 -2.80
C 8.86 -1.11 -3.02
O 9.09 0.00 -3.36
O 7.61 -1.59 -2.79
F 9.71 -4.29 -2.42
H 7.56 -3.55 -3.47
H 7.03 -3.33 -1.79
H 9.30 -2.94 -1.00
C 4.20 3.25 7.33
C 3.91 3.79 8.70
O 3.01 2.83 9.23
C 3.32 1.65 8.62
O 2.95 0.59 9.01
O 4.10 1.84 7.53
F 3.28 4.99 8.63
H 3.46 3.56 6.59
H 5.19 3.53 6.97
H 4.78 3.87 9.35
C -9.82 8.44 0.37
C -10.85 9.04 -0.55
O -10.67 8.31 -1.75
C -10.21 7.09 -1.37
O -10.19 6.13 -2.08
O -9.77 7.09 -0.09
F -10.59 10.35 -0.79
H -8.84 8.90 0.25
H -10.11 8.49 1.42
H -11.88 8.93 -0.20
C -4.17 -3.78 -6.15
C -2.82 -3.30 -5.69
O -2.90 -3.44 -4.28
C -3.77 -4.48 -4.06
O -3.88 -5.05 -3.02
O -4.49 -4.77 -5.17
F -2.64 -1.99 -5.98
H -4.92 -2.99 -6.13
H -4.14 -4.21 -7.15
H -1.98 -3.88 -6.06


No. 3
# C6H12N

An isolated ion of composition C6H12N and charge +1 (ωB97M-V/def2-TZVPD, OMol25).

Output
Charge = +1
SMILES = C=[NH+]C(=C)CCC
HOMO level = -0.5398 hartree
Relative energy (zero: lowest compared OMol25 entry of this formula, charge and spin) = 1.2026 eV
2S+1 = 1

Geometry (Å):
C -0.94 1.54 -1.37
N -1.39 0.79 -0.45
C -0.81 -0.42 0.08
C -1.56 -1.06 0.98
C 0.48 -0.89 -0.53
C 1.70 -0.04 -0.18
C 1.99 -0.07 1.33
H -1.56 2.36 -1.73
H 0.00 1.33 -1.86
H -2.32 0.97 -0.06
H -2.56 -0.73 1.22
H -1.16 -1.96 1.43
H 0.61 -1.89 -0.10
H 0.34 -1.09 -1.60
H 2.57 -0.49 -0.67
H 1.69 0.96 -0.60
H 1.86 -1.10 1.70
H 1.44 0.65 1.91
H 3.05 0.11 1.52


No. 4
# C12H28Cs3N4O8S

C12H28Cs3N4O8S as an isolated structure at a distorted geometry (ωB97M-V/def2-TZVPD, OMol25).

Output
Charge = +1
HOMO level = -0.3055 hartree
Relative energy (zero: lowest compared OMol25 entry of this formula, charge and spin) = 7.7434 eV
2S+1 = 1

Geometry (Å):
Cs 4.71 -18.08 -25.96
Cs 3.87 -17.24 -20.24
Cs -0.25 -18.38 -24.46
S 4.31 -21.39 -22.79
O 3.11 -20.73 -23.30
O 4.51 -20.96 -21.46
O 4.04 -22.84 -22.81
O 5.39 -21.04 -23.70
C 10.74 -20.91 -24.46
C 10.27 -21.53 -25.72
O 10.98 -21.71 -26.69
N 8.93 -21.68 -25.79
C 8.22 -22.33 -26.93
H 11.24 -21.66 -23.84
H 9.82 -20.51 -24.03
H 11.52 -20.16 -24.61
H 8.24 -21.48 -25.08
H 8.53 -23.38 -27.00
H 8.59 -21.97 -27.89
H 7.15 -22.22 -27.09
C 9.78 -19.10 -18.87
C 8.33 -19.44 -19.30
O 7.73 -20.24 -18.62
N 7.88 -19.10 -20.53
C 8.28 -17.93 -21.31
H 9.74 -18.29 -18.14
H 10.48 -19.07 -19.70
H 10.13 -19.89 -18.21
H 7.01 -19.55 -20.75
H 7.71 -17.10 -20.89
H 7.93 -17.96 -22.34
H 9.35 -17.75 -21.23
C 0.31 -20.88 -19.34
C -0.50 -19.59 -19.32
O -1.10 -19.25 -20.33
N -0.52 -19.05 -18.14
C -1.26 -17.81 -17.94
H 0.08 -21.52 -18.49
H 1.38 -20.69 -19.33
H 0.06 -21.44 -20.25
H 0.08 -19.45 -17.44
H -2.11 -18.14 -17.34
H -1.77 -17.31 -18.77
H -0.72 -17.03 -17.41
C 7.64 -25.79 -23.41
C 6.47 -26.77 -23.62
O 6.77 -27.90 -23.95
N 5.21 -26.41 -23.52
C 3.98 -27.21 -23.54
H 8.20 -25.92 -22.48
H 7.45 -24.73 -23.50
H 8.42 -26.13 -24.09
H 4.91 -25.46 -23.38
H 4.12 -28.22 -23.16
H 3.68 -27.30 -24.59
H 3.25 -26.70 -22.92


No. 5
# C4H6O2

An isolated molecule of C4H6O2 (ωB97M-V/def2-TZVPD, OMol25).

Output
SMILES = C=C=C(O)CO
HOMO level = -0.3450 hartree
Relative energy (zero: lowest compared OMol25 entry of this formula, charge and spin) = 2.6825 eV
2S+1 = 1

Geometry (Å):
C 2.36 -0.35 -0.65
C 1.11 -0.20 -0.30
C -0.07 0.18 0.12
O -0.10 1.33 0.89
C -1.41 -0.43 -0.21
O -2.30 0.51 -0.79
H 3.03 -1.02 -0.12
H 2.78 0.22 -1.47
H -0.37 1.11 1.78
H -1.29 -1.33 -0.83
H -1.92 -0.74 0.72
H -1.86 0.88 -1.57


No. 6
# C20H27N3O3

An isolated molecule of C20H27N3O3 (ωB97M-V/def2-TZVPD, OMol25).

Output
SMILES = C[C@@H](CCc1ccccc1)NC(=O)CN1C(=O)NC2(CCCCC2)C1=O
HOMO level = -0.3301 hartree
Relative energy (zero: lowest compared OMol25 entry of this formula, charge and spin) = 0.0000 eV
2S+1 = 1

Geometry (Å):
C 0.75 1.85 -3.73
C -0.54 1.27 -3.15
C -0.54 -0.27 -3.05
C 0.36 -0.86 -1.96
C 1.83 -0.77 -2.26
C 2.37 -1.49 -3.31
C 3.73 -1.42 -3.60
C 4.56 -0.63 -2.82
C 4.03 0.09 -1.76
C 2.67 0.01 -1.48
N -0.79 1.87 -1.85
C -2.03 2.04 -1.37
O -3.04 1.81 -1.99
C -2.05 2.58 0.07
N -1.54 1.60 1.01
C -0.18 1.33 1.19
O 0.72 1.87 0.59
N -0.09 0.37 2.13
C -1.38 -0.07 2.62
C -1.55 0.15 4.12
C -0.71 -0.83 4.94
C -1.06 -2.27 4.56
C -0.83 -2.50 3.07
C -1.67 -1.54 2.25
C -2.32 0.84 1.84
O -3.52 0.90 1.94
H 0.96 1.39 -4.70
H 1.59 1.67 -3.07
H 0.64 2.92 -3.87
H -1.38 1.55 -3.79
H -1.57 -0.57 -2.84
H -0.26 -0.67 -4.02
H 0.09 -1.92 -1.85
H 0.15 -0.37 -1.01
H 1.73 -2.12 -3.92
H 4.13 -1.98 -4.42
H 5.61 -0.57 -3.04
H 4.67 0.71 -1.15
H 2.27 0.58 -0.66
H 0.01 2.05 -1.26
H -3.09 2.78 0.35
H -1.45 3.49 0.14
H 0.78 -0.02 2.43
H -2.60 0.03 4.36
H -1.26 1.18 4.36
H -0.89 -0.67 6.00
H 0.35 -0.65 4.75
H -0.45 -2.96 5.15
H -2.11 -2.46 4.80
H -1.10 -3.53 2.81
H 0.23 -2.37 2.84
H -2.73 -1.72 2.43
H -1.48 -1.68 1.18


no.,Kohn-Sham gap (eV),electronic energy (Eh)
1,7.440,-1214.24847
2,6.794,-6618.28754
3,9.391,-290.27772
4,3.600,-1753.32388
5,10.165,-306.40772
6,9.549,-1168.41403